81
Properties=species:S:1:pos:R:3 method="wB97M-V/def2-TZVPD" max_force_ev_per_a=2.250 charge=-1 spin_multiplicity=3 lumo_ev="2.14 / 1.04"
P -1.24 -0.94 -1.31
C -0.12 -0.37 -2.61
C -0.65 -1.15 -3.83
C 0.18 -0.86 -5.08
C 0.41 0.63 -5.32
C 0.88 1.41 -4.08
C -0.02 1.14 -2.87
C -2.39 0.21 -0.55
C -3.58 0.02 -1.51
C -4.81 0.70 -0.91
C -4.56 2.16 -0.50
C -3.25 2.39 0.28
C -2.05 1.70 -0.38
C -1.17 -2.69 -0.78
C 0.21 -3.36 -0.83
C 0.12 -4.88 -0.68
C -0.62 -5.33 0.58
C -1.87 -4.49 0.89
C -1.73 -2.98 0.63
H 0.89 -0.72 -2.30
H -1.70 -0.88 -4.00
H -0.65 -2.23 -3.63
H -0.33 -1.28 -5.95
H 1.15 -1.36 -4.98
H 1.15 0.77 -6.12
H -0.52 1.09 -5.68
H 1.90 1.12 -3.82
H 0.87 2.48 -4.29
H 0.36 1.65 -1.98
H -1.02 1.55 -3.07
H -2.64 -0.21 0.44
H -5.13 0.14 -0.03
H -3.79 -1.05 -1.67
H -3.34 0.45 -2.49
H -5.63 0.68 -1.64
H -5.39 2.52 0.11
H -4.54 2.79 -1.40
H -3.03 3.47 0.35
H -3.34 2.01 1.30
H -1.13 1.81 0.21
H -1.87 2.15 -1.36
H -1.85 -3.08 -1.57
H 0.75 -3.11 -1.76
H 0.82 -2.95 -0.01
H -0.40 -5.30 -1.55
H 1.13 -5.31 -0.68
H 0.06 -5.28 1.44
H -0.91 -6.38 0.49
H -2.17 -4.65 1.94
H -2.70 -4.88 0.28
H -2.70 -2.49 0.78
H -1.05 -2.52 1.37
Au 2.38 0.50 1.82
Cl 0.09 -0.27 2.66
Cl 2.94 -0.76 -0.32
C 1.75 1.92 0.45
H 1.91 1.68 -0.61
C 1.32 3.23 0.77
C 0.52 3.39 1.94
C 0.39 4.64 2.50
C 0.98 5.77 1.92
C 1.66 5.64 0.70
C 1.79 4.41 0.08
H 0.11 2.50 2.42
H -0.17 4.77 3.43
H 2.12 6.53 0.25
H 2.31 4.30 -0.86
H 0.93 6.75 2.41
N 4.76 1.04 3.41
C 4.22 0.04 4.13
C 4.75 -0.34 5.40
C 4.29 -1.52 5.98
C 3.26 -2.23 5.33
C 2.65 -1.66 4.22
N 3.17 -0.59 3.57
H 4.50 1.18 2.43
H 5.51 1.58 3.82
H 5.54 0.29 5.83
H 4.71 -1.87 6.92
H 2.91 -3.20 5.69
H 1.71 -2.05 3.81

=====

89
Properties=species:S:1:pos:R:3 method="wB97M-V/def2-TZVPD" max_force_ev_per_a=2.264 charge=+2 spin_multiplicity=2 lumo_ev="-6.54 / -6.56" relative_energy_kcal_mol=0.0
Ti -1.58 -0.20 1.26
C 1.73 -1.71 2.94
C 0.27 -2.15 3.08
C 0.06 -3.61 2.68
C -0.16 -1.96 4.50
O -0.60 -1.27 2.32
Ge -2.48 0.72 3.89
O -1.45 1.47 2.62
C -0.23 2.32 2.68
C 0.63 1.82 1.56
C 0.36 2.05 4.04
C -0.67 3.76 2.37
O -3.28 -0.17 2.39
C -4.36 -1.18 2.15
C -3.84 -2.37 1.37
C -5.40 -0.42 1.36
C -4.89 -1.55 3.52
H 2.42 -2.30 3.54
H 2.05 -1.76 1.89
H 1.82 -0.70 3.28
H 0.92 -4.19 3.04
H -0.90 -3.93 3.15
H 0.02 -3.70 1.60
H 0.39 -2.63 5.19
H 0.10 -0.98 4.80
H -1.22 -2.12 4.53
H 1.04 0.84 1.87
H 0.07 1.74 0.63
H 1.49 2.49 1.33
H 0.53 0.99 4.11
H 1.32 2.57 4.18
H -0.27 2.46 4.85
H -1.30 4.14 3.14
H 0.19 4.41 2.27
H -1.23 3.67 1.43
H -3.59 -2.07 0.34
H -2.95 -2.79 1.87
H -4.56 -3.18 1.24
H -5.07 -0.15 0.34
H -6.32 -0.96 1.21
H -5.57 0.54 1.90
H -4.08 -1.87 4.16
H -5.39 -0.64 3.95
H -5.60 -2.36 3.54
N -4.18 3.36 -4.72
C -3.65 3.80 -3.54
O -3.41 4.95 -3.26
C -3.31 2.70 -2.54
C -2.74 1.53 -2.95
C -2.31 0.64 -1.96
N -2.55 0.83 -0.62
C -3.23 1.93 -0.30
C -3.60 2.93 -1.21
H -4.52 4.08 -5.32
H -4.59 2.44 -4.82
H -2.50 1.32 -3.98
H -1.74 -0.26 -2.26
H -3.48 2.13 0.74
H -4.02 3.90 -0.93
C 6.30 -1.17 -4.52
C 6.14 -0.17 -3.38
C 6.72 1.17 -3.79
C 7.06 -0.77 -2.26
C 4.69 0.04 -2.98
C 3.92 1.22 -3.29
C 2.55 1.28 -3.04
C 1.94 0.26 -2.33
O 0.63 0.08 -1.94
B 0.66 -1.14 -1.31
O 1.89 -1.71 -1.22
C 2.67 -0.83 -1.93
C 4.00 -0.94 -2.25
H 7.28 -1.14 -4.91
H 5.55 -1.02 -5.30
H 6.15 -2.20 -4.12
H 7.74 1.08 -4.07
H 6.58 1.86 -2.97
H 6.27 1.67 -4.65
H 8.08 -0.88 -2.66
H 6.63 -1.69 -1.91
H 7.10 -0.04 -1.45
H 4.40 2.06 -3.82
H 1.93 2.11 -3.39
H 4.46 -1.83 -1.83
N -0.46 -1.61 -0.54
C -1.09 -2.64 -0.76
N -1.64 -3.70 -0.87
C -2.83 -4.14 -1.34
N -3.88 -4.57 -1.58

=====

81
Properties=species:S:1:pos:R:3 method="wB97M-V/def2-TZVPD" max_force_ev_per_a=3.336 charge=+1 spin_multiplicity=7 lumo_ev="-3.30 / -4.45"
Eu 2.02 -1.09 1.27
C -1.93 -1.35 3.26
C -1.54 -2.38 2.37
C 0.26 -1.83 3.71
C -0.83 -1.01 4.08
C -0.17 -2.67 2.63
C -3.29 -0.74 3.33
H -3.77 -0.73 2.34
H -3.24 0.29 3.69
H -3.96 -1.29 4.01
C -0.82 -0.04 5.20
H -1.71 0.60 5.18
H 0.06 0.62 5.15
H -0.80 -0.55 6.18
C 1.55 -1.95 4.45
H 1.37 -2.47 5.41
H 2.00 -0.97 4.72
H 2.32 -2.54 3.92
C 0.59 -3.82 2.05
H 0.48 -4.72 2.69
H 1.69 -3.68 1.94
H 0.21 -4.10 1.06
C -2.40 -3.13 1.43
H -2.63 -4.14 1.80
H -1.92 -3.24 0.45
H -3.35 -2.61 1.26
C -1.38 1.89 -0.55
C -2.37 1.03 -0.27
C -2.86 -0.13 -1.07
C -1.95 -0.61 -2.23
C -0.64 -1.18 -1.78
C 0.54 -0.56 -1.59
C 0.86 0.89 -1.48
C -0.36 1.86 -1.64
H -3.86 0.07 -1.52
H -1.82 0.20 -2.97
H -3.00 -0.96 -0.36
H -0.80 1.66 -2.62
H -1.21 2.69 0.17
H -3.02 1.28 0.58
H 0.08 2.87 -1.69
H 1.38 1.12 -0.52
H 1.41 -1.23 -1.43
H 1.58 1.17 -2.27
H -2.50 -1.41 -2.75
H -0.67 -2.27 -1.58
P -0.66 1.02 -4.74
C -0.83 2.85 -4.93
C -1.98 0.44 -5.88
P 1.68 -0.91 -5.21
C 0.91 0.75 -5.67
C 0.97 -1.87 -6.64
C 3.30 -0.52 -5.99
H 0.02 3.34 -4.44
H -1.75 3.17 -4.42
H -0.87 3.14 -5.99
H -1.97 0.98 -6.84
H -2.94 0.61 -5.39
H -1.89 -0.64 -6.07
H 3.18 -0.18 -7.02
H 3.95 -1.41 -5.96
H 3.77 0.27 -5.40
H 1.63 1.53 -5.36
H 0.73 0.82 -6.76
H 1.48 -2.84 -6.70
H 1.10 -1.33 -7.59
H -0.10 -2.06 -6.48
Cl 1.69 3.77 8.09
C 1.98 3.23 6.49
C 3.12 2.46 6.21
C 3.32 1.96 4.92
C 2.34 2.16 3.94
C 1.29 3.06 4.17
C 1.09 3.56 5.46
C 2.33 1.21 2.77
O 3.29 0.33 2.70
O 1.35 1.18 1.95
H 3.81 2.20 7.01
H 4.20 1.37 4.70
H 0.62 3.33 3.35
H 0.22 4.17 5.69

=====

81
Properties=species:S:1:pos:R:3 method="wB97M-V/def2-TZVPD" max_force_ev_per_a=3.478 charge=+1 spin_multiplicity=5 lumo_ev="-2.73 / -4.96" relative_energy_kcal_mol=39.4
Rh -2.01 1.14 -1.20
C 0.00 -0.35 3.13
C -0.88 -1.35 2.63
C 1.28 -1.96 2.12
C 1.33 -0.76 2.86
C -0.08 -2.30 1.93
C -0.33 0.83 3.97
H -1.41 0.96 4.04
H 0.14 1.76 3.59
H 0.05 0.66 4.99
C 2.53 -0.22 3.51
H 2.26 0.38 4.39
H 3.10 0.43 2.84
H 3.21 -1.02 3.85
C 2.41 -2.88 1.93
H 2.65 -3.43 2.86
H 3.33 -2.36 1.63
H 2.19 -3.63 1.16
C -0.54 -3.56 1.31
H -0.42 -4.38 2.04
H 0.03 -3.83 0.40
H -1.61 -3.50 1.06
C -2.33 -1.52 2.90
H -2.53 -2.33 3.64
H -2.86 -1.76 1.97
H -2.74 -0.60 3.33
C -1.48 2.75 -2.11
C -2.29 3.25 -0.98
C -3.80 3.27 -1.07
C -4.46 2.11 -1.87
C -3.77 0.78 -1.96
C -2.79 0.41 -2.97
C -2.30 1.34 -4.05
C -1.99 2.77 -3.52
H -4.08 4.23 -1.53
H -4.70 2.49 -2.88
H -4.23 3.30 -0.05
H -2.88 3.40 -3.56
H -0.39 2.89 -1.96
H -1.78 4.14 -0.54
H -1.19 3.22 -4.11
H -1.35 0.92 -4.40
H -2.66 -0.67 -3.17
H -3.00 1.36 -4.89
H -5.42 1.94 -1.37
H -4.29 -0.09 -1.50
P -1.22 2.31 0.56
C 0.44 2.87 0.76
C -2.53 2.21 1.74
P -0.60 -1.94 -1.14
C -0.48 -0.11 -1.36
C -2.34 -2.43 -1.38
C 0.32 -2.27 -2.67
H 1.20 2.03 0.77
H 0.55 3.44 1.69
H 0.65 3.52 -0.10
H -3.43 1.80 1.27
H -2.72 3.18 2.22
H -2.18 1.49 2.48
H -0.10 -1.69 -3.50
H 0.34 -3.34 -2.91
H 1.33 -1.89 -2.45
H 0.34 0.27 -0.74
H -0.14 0.00 -2.40
H -2.46 -3.49 -1.11
H -2.69 -2.30 -2.41
H -2.97 -1.83 -0.70
Cl 8.28 -1.97 -1.44
C 6.75 -1.38 -0.96
C 6.64 -0.10 -0.37
C 5.38 0.39 0.00
C 4.24 -0.39 -0.23
C 4.36 -1.68 -0.79
C 5.61 -2.17 -1.16
C 2.86 0.16 0.04
O 2.76 1.23 0.70
O 1.92 -0.55 -0.45
H 7.53 0.50 -0.22
H 5.26 1.37 0.44
H 3.47 -2.27 -0.96
H 5.70 -3.16 -1.61

=====

83
Properties=species:S:1:pos:R:3 method="wB97M-V/def2-TZVPD" max_force_ev_per_a=4.142 charge=+1 spin_multiplicity=5 lumo_ev="-2.84 / -5.73" relative_energy_kcal_mol=0.0
Co -1.42 0.56 -1.07
C 0.05 -0.27 -2.15
C -0.80 0.53 -2.98
C 0.02 1.90 -1.29
C 0.52 0.56 -1.07
C -0.77 1.88 -2.48
C 0.48 -1.66 -2.45
H -0.27 -2.21 -3.04
H 0.63 -2.22 -1.52
H 1.43 -1.70 -3.00
C 1.49 0.16 -0.01
H 2.04 -0.74 -0.32
H 0.98 -0.06 0.94
H 2.20 0.96 0.22
C 0.51 3.13 -0.61
H 1.59 3.25 -0.81
H 0.38 3.08 0.47
H 0.00 4.03 -0.98
C -1.23 3.07 -3.24
H -0.44 3.49 -3.88
H -1.55 3.87 -2.55
H -2.09 2.84 -3.88
C -1.39 0.11 -4.28
H -0.68 0.23 -5.11
H -2.29 0.68 -4.52
H -1.68 -0.95 -4.23
C -0.96 -2.32 3.00
C -0.75 -3.28 2.08
C -1.08 -3.08 0.61
C -2.52 -2.56 0.52
C -2.64 -1.09 0.31
C -2.53 -0.07 1.25
C -1.97 -0.08 2.61
C -2.11 -1.42 3.36
H -1.01 -4.04 0.04
H -3.00 -2.90 1.48
H -0.41 -2.36 0.09
H -3.12 -1.85 3.26
H -0.21 -2.23 3.79
H -0.20 -4.20 2.32
H -2.00 -1.15 4.42
H -0.89 0.18 2.57
H -2.71 0.95 0.83
H -2.44 0.72 3.22
H -3.01 -3.10 -0.31
H -3.04 -0.79 -0.69
P -5.01 -2.39 1.16
C -5.11 -3.46 2.65
C -6.17 -3.18 0.01
P -5.12 0.56 0.55
C -5.67 -0.81 1.72
C -6.52 0.43 -0.62
C -5.81 1.89 1.62
H -4.92 -2.91 3.57
H -4.37 -4.28 2.56
H -6.12 -3.88 2.66
H -7.07 -3.42 0.59
H -5.70 -4.11 -0.36
H -6.41 -2.52 -0.83
H -6.77 1.58 2.06
H -5.95 2.76 0.98
H -5.10 2.13 2.41
H -5.28 -0.58 2.73
H -6.77 -0.91 1.76
H -6.74 1.45 -0.95
H -7.40 -0.02 -0.14
H -6.21 -0.16 -1.49
O 3.37 -1.23 6.07
S 2.98 0.15 6.06
O 2.78 0.82 7.33
N 1.72 0.42 5.01
C 2.00 1.23 3.98
S 0.80 1.88 3.02
C 3.43 1.58 3.92
C 4.13 2.34 2.98
C 5.48 2.64 3.21
C 6.11 2.20 4.38
C 5.41 1.42 5.31
C 4.09 1.11 5.05
H 3.60 2.69 2.09
H 6.04 3.22 2.47
H 7.15 2.47 4.57
H 5.87 1.06 6.23